# 1
Density functional theory data (ωB97M-V with the def2-TZVPD basis set) for a structure of composition C12H34AsBF6N2Na.

Structure (XYZ):
```
57
Properties=species:S:1:pos:R:3:forces:R:3
Na -0.439 0.212 0.553 -0.1628 -0.1505 0.5687
B -1.867 1.727 2.148 -0.0209 0.6144 -0.0633
H -2.208 1.888 1.037 -0.4814 0.0710 -1.3667
H -2.727 2.027 2.872 -1.0687 0.2493 0.6923
H -1.554 0.638 2.359 0.4277 -1.5662 0.2580
H -0.984 2.473 2.328 1.1985 0.7272 0.2010
As 0.409 -1.939 3.866 0.3449 -1.0879 0.4728
F -0.663 -1.987 2.477 0.0960 0.0095 -0.0701
F 0.649 -0.260 3.554 0.2365 0.0670 0.1964
F 1.552 -1.979 5.195 -0.3649 0.4506 -0.2641
F 0.156 -3.650 4.107 -0.0294 0.1528 -0.2474
F 1.783 -2.318 2.799 -0.5233 0.2249 0.0854
F -0.912 -1.627 4.961 0.4318 0.1366 -0.4596
C -3.185 1.081 -2.843 -0.2106 0.2557 0.6787
C -2.244 0.816 -1.664 0.2358 0.0661 -0.6961
N -1.867 -0.597 -1.479 0.3934 0.4571 -0.5934
C -1.185 -1.087 -2.680 0.8376 -0.4554 0.2140
C -0.347 -2.322 -2.387 0.8786 -0.2062 0.0561
C -2.919 -1.518 -1.073 -0.1400 -0.2365 1.6898
C -3.673 -1.023 0.163 -0.7867 0.9396 -0.2750
H -3.471 2.135 -2.809 0.0068 -0.0201 -0.1805
H -4.103 0.499 -2.741 0.0144 -0.0696 -0.1666
H -2.695 0.873 -3.791 -0.1309 -0.0473 -0.1140
H -1.307 1.335 -1.907 0.0486 -0.0251 0.1113
H -2.575 1.294 -0.742 -0.2965 -0.4142 0.0230
H -1.851 -1.265 -3.532 -0.2835 -0.1310 0.1368
H -0.447 -0.368 -3.053 -0.3094 0.4461 0.2727
H 0.459 -2.118 -1.675 -0.3964 0.2885 0.3289
H -0.890 -3.175 -1.988 -0.0991 -0.0764 -0.2994
H 0.255 -2.596 -3.262 -0.5435 -0.2707 -0.2259
H -2.442 -2.436 -0.725 0.1571 -0.0894 -0.3949
H -3.647 -1.806 -1.842 0.1329 0.2389 -0.3556
H -3.066 -0.580 0.956 0.3128 -0.3376 -0.0826
H -4.312 -1.791 0.598 0.2099 -0.2128 -0.0621
H -4.357 -0.208 -0.109 0.0198 -0.0513 -0.0541
C 2.245 1.965 2.080 -0.6890 1.5609 -1.0023
C 2.743 0.866 1.154 0.8973 -0.0030 0.9799
N 1.941 0.606 -0.041 -0.4182 0.1133 -0.2488
C 1.763 1.823 -0.842 -0.1692 0.6957 0.1067
C 3.000 2.645 -1.241 0.3352 -0.6208 -0.0137
C 2.564 -0.415 -0.881 0.6029 0.0354 0.1409
C 2.833 -1.763 -0.182 0.1395 0.6628 -0.8205
H 2.828 2.132 2.983 -0.0482 -0.8020 0.1726
H 1.175 1.867 2.282 0.1658 -0.3900 0.5147
H 2.271 2.976 1.639 0.2122 -0.2522 -0.3976
H 3.780 1.050 0.834 0.1061 0.2043 0.0481
H 2.829 -0.001 1.813 -0.4055 -0.4195 -0.4852
H 1.222 1.578 -1.761 -0.0542 -0.2362 0.0667
H 1.116 2.515 -0.294 -0.0558 -0.1726 0.1116
H 2.629 3.588 -1.639 0.2562 0.1412 0.0600
H 3.681 2.793 -0.402 -0.2841 0.4029 0.1208
H 3.633 2.168 -1.994 -0.2824 -0.0441 -0.1838
H 3.551 -0.047 -1.216 0.1095 -0.0279 0.1634
H 2.034 -0.464 -1.837 -0.5185 -0.3585 0.2968
H 3.005 -2.472 -0.995 0.1766 -0.2294 0.2301
H 2.077 -2.158 0.493 -0.1995 0.2798 -0.0517
H 3.755 -1.604 0.373 -0.0118 -0.4877 0.1768
```
Positions in Å, forces in eV/Å.

Values from the calculation:
- orbital gap (eV) = 7.9
- max |F| (eV Å⁻¹) = 1.979
- total charge = -1
- energy above the lowest of the compared OMol25 structures with the same formula, charge and spin (kJ/mol) = 34.7

=====

# 2
Density functional theory data (ωB97M-V with the def2-TZVPD basis set) for a structure of composition C12H34BrCoN3O4.

Structure (XYZ):
```
55
Properties=species:S:1:pos:R:3:forces:R:3
Co -0.932 0.831 -1.505 0.3257 0.0798 -0.5027
Br -0.367 -0.323 -3.614 -0.0311 -0.0801 0.0248
O -2.156 2.247 -1.394 -0.6097 0.0395 0.3169
H -2.469 3.146 -1.293 0.4759 -0.1396 -0.0918
C -4.587 -2.136 -1.020 -0.4419 0.2626 0.5301
C -3.160 -1.737 -0.699 0.2260 0.2489 -0.4055
C -2.179 -2.755 -1.272 -0.0494 -0.2963 -0.0968
O -0.997 -2.841 -0.472 -0.3085 0.1200 -0.4978
C -0.839 -4.055 0.192 0.0885 -0.5358 0.5327
N -2.841 -0.397 -1.254 -0.4884 -0.3804 0.1139
H -4.721 -2.195 -2.100 -0.1276 -0.1786 -0.0322
H -5.286 -1.393 -0.621 0.1188 0.0673 -0.2283
H -4.875 -3.067 -0.526 0.1596 -0.1711 -0.2793
H -3.017 -1.700 0.383 0.0110 0.0119 0.0511
H -1.882 -2.478 -2.288 0.0278 0.1311 0.0926
H -2.662 -3.737 -1.342 0.1139 0.0251 0.1787
H -1.707 -4.296 0.823 0.0284 0.0028 -0.0980
H 0.030 -3.965 0.847 -0.0130 -0.0155 -0.0834
H -0.662 -4.886 -0.501 -0.0515 0.0478 -0.0197
H -3.494 0.289 -0.879 0.2949 0.1583 0.0578
H -3.073 -0.429 -2.248 0.2453 0.0653 0.0148
C -0.678 0.871 1.860 0.1134 0.1343 -0.1356
C 0.477 0.085 1.269 0.1175 0.1416 -0.8607
C 0.928 -1.091 2.098 0.1985 -0.5483 -0.0510
O 1.167 -0.670 3.415 -0.1045 0.0425 -0.0246
C 1.224 -1.745 4.320 0.2652 0.1109 0.0344
N 0.106 -0.379 -0.101 -0.0323 -0.1338 0.6886
H -0.798 1.789 1.280 -0.2491 -0.0774 0.0166
H -0.512 1.149 2.898 0.1594 -0.0797 0.0230
H -1.600 0.289 1.809 -0.0566 0.0150 -0.0554
H 1.347 0.732 1.115 -0.1264 0.2121 0.2664
H 1.851 -1.523 1.662 -0.0999 0.1221 0.0642
H 0.191 -1.914 2.052 -0.1528 0.3005 0.2034
H 1.996 -2.463 4.018 -0.0870 -0.0918 0.0496
H 0.252 -2.242 4.388 0.0132 -0.1153 0.0262
H 1.496 -1.330 5.288 -0.0587 -0.0595 0.0442
H 0.908 -0.856 -0.514 -0.0718 0.2656 -0.2140
H -0.576 -1.142 -0.024 0.2943 0.2041 0.1437
C 2.796 1.748 -2.945 0.5264 -0.2395 0.1210
C 2.222 2.073 -1.562 -0.3282 -0.3595 -0.3905
C 2.938 3.231 -0.894 -0.7090 0.1713 0.4022
O 2.371 3.380 0.413 0.1811 -0.2627 -0.0514
C 3.313 3.598 1.434 0.2000 0.1904 0.1685
N 0.757 2.290 -1.622 0.2271 0.3791 0.7705
H 3.063 0.693 -3.031 -0.3147 -0.0071 0.0232
H 3.746 2.269 -3.113 -0.2398 0.2278 -0.0562
H 2.096 1.964 -3.747 -0.0174 0.1187 -0.0202
H 2.364 1.210 -0.903 -0.0022 0.0522 -0.0353
H 2.739 4.165 -1.432 0.3295 -0.0495 -0.1884
H 4.008 3.024 -0.831 0.0749 0.0943 -0.0377
H 3.753 4.603 1.371 -0.0075 -0.0862 -0.0273
H 4.125 2.861 1.413 -0.0476 0.0063 -0.0944
H 2.810 3.505 2.395 -0.1197 0.0257 -0.0668
H 0.509 3.025 -2.281 0.0992 -0.2018 -0.1784
H 0.487 2.679 -0.715 0.0306 0.0344 -0.1357
```
Positions in Å, forces in eV/Å.

Values from the calculation:
- orbital gap (spin up / spin down) (eV) = 8.5 / 8.4
- max |F| (eV Å⁻¹) = 0.888
- multiplicity = 4

=====

# 3
Density functional theory data (ωB97M-V with the def2-TZVPD basis set) for a cluster of 5 separate species, C12H34ClN2O8 in total.

Structure (XYZ):
```
57
Properties=species:S:1:pos:R:3:forces:R:3
Cl -0.843 0.583 -0.878 -0.0136 -0.8178 -2.8062
O -0.564 -0.237 -2.045 -0.4610 0.0835 0.2754
O 0.160 0.261 0.087 -0.1493 0.4079 1.2936
O -0.715 1.974 -1.298 0.0925 0.4054 0.6991
O -2.195 0.359 -0.431 0.4573 -0.0104 0.6090
C -3.126 -3.236 0.282 -1.4333 1.0832 0.2432
C -1.657 -3.010 0.538 1.1851 -0.4223 -1.0013
C -1.318 -2.477 1.919 0.3217 -0.8283 -0.3562
O 0.081 -2.570 2.083 -0.1657 0.5783 0.2704
C 0.478 -1.883 3.242 0.3483 -0.2592 0.0635
N -0.862 -4.252 0.109 -2.3807 0.3160 0.3938
H -3.648 -3.826 1.043 0.3461 -0.3215 -0.0383
H -3.371 -3.629 -0.708 0.4532 -0.3494 0.0586
H -3.697 -2.295 0.264 0.3321 0.1388 0.2236
H -1.291 -2.252 -0.164 -0.1549 0.0140 0.1686
H -1.759 -3.067 2.738 -0.4240 -0.0094 -0.0699
H -1.700 -1.451 1.960 0.1363 0.1265 0.1780
H 0.584 -0.806 3.086 -0.2974 0.1246 -0.0937
H 1.459 -2.247 3.549 0.0418 -0.1356 -0.1368
H -0.224 -2.091 4.059 -0.0301 0.1817 0.1426
H -1.445 -5.004 0.514 0.6522 -0.0765 0.2952
H -1.292 -4.289 -0.824 0.9323 -0.2714 -0.2866
C 3.186 -1.875 -2.466 0.0521 1.3169 -0.9300
C 2.949 -2.119 -0.985 0.3328 -0.9892 0.0740
C 3.442 -0.979 -0.101 -0.2570 -0.6475 -0.7654
O 3.318 -1.359 1.247 0.5968 0.0582 -0.1461
C 3.929 -0.440 2.124 -1.5678 -0.4070 0.9295
N 1.497 -2.426 -0.720 1.7614 1.0688 -1.1454
H 2.407 -1.217 -2.872 -0.0275 -0.0555 0.0711
H 3.191 -2.769 -3.093 -0.2034 -0.2600 0.3650
H 4.124 -1.361 -2.721 0.0855 -0.1078 0.3857
H 3.615 -2.974 -0.787 -0.4792 -0.1610 0.6020
H 2.844 -0.097 -0.359 0.1249 0.2989 0.3107
H 4.501 -0.821 -0.339 0.0449 0.2990 -0.0230
H 3.911 -0.931 3.101 0.4334 -0.0906 -0.0292
H 3.232 0.392 2.275 0.4342 0.5335 -0.3198
H 4.941 -0.130 1.871 0.0794 0.0325 -0.2914
H 1.160 -1.458 -0.679 -0.6340 -0.3485 0.5121
H 1.207 -2.648 -1.673 -0.5836 -0.5257 0.2924
C -2.757 3.214 1.978 0.9583 0.1079 -0.1985
C -1.314 2.706 2.248 -1.8997 -0.8501 -0.4908
O -0.393 3.310 1.369 -0.0474 -0.4553 0.2034
H -3.100 2.880 0.997 0.2441 0.0499 -0.1225
H -2.668 4.303 1.962 -0.6628 0.0059 0.2630
H -3.471 2.786 2.684 0.0376 0.4201 0.3087
H -1.421 1.628 2.067 0.6982 -0.0630 0.0990
H -1.070 2.827 3.303 0.4171 0.3857 -0.0720
H -0.454 2.766 0.563 0.3147 0.5031 -0.0606
C -0.398 5.248 -3.674 0.1989 -0.1775 0.8536
C -1.710 4.694 -3.116 0.1354 0.2716 0.4295
O -1.906 3.367 -3.556 -0.1873 0.1127 -0.2357
H 0.445 4.795 -3.144 -0.0423 -0.3127 -0.2404
H -0.244 6.316 -3.494 -0.3945 0.0821 -0.3037
H -0.357 4.979 -4.727 0.1579 0.2473 -0.0925
H -2.538 5.342 -3.422 -0.1145 -0.3741 -0.3694
H -1.762 4.703 -2.020 0.3641 0.1724 -0.0233
H -1.395 2.795 -2.963 -0.1599 -0.0988 0.0345
```
Positions in Å, forces in eV/Å.

Values from the calculation:
- orbital gap (eV) = 9.2
- max |F| (eV Å⁻¹) = 2.923
- total charge = -1
- energy above the lowest of the compared OMol25 structures with the same formula, charge and spin (kJ/mol) = 37.5

=====

# 4
Density functional theory data (ωB97M-V with the def2-TZVPD basis set) for a structure of composition C12H34N3O4Sr2.

Structure (XYZ):
```
55
Properties=species:S:1:pos:R:3:forces:R:3
Sr 1.449 -1.201 3.030 0.8568 1.9878 -1.5544
Sr -1.715 -2.473 2.585 -3.0372 -0.5270 -1.2833
O -0.351 -1.079 1.253 -0.3788 -0.8291 2.0655
H -0.897 -0.821 0.485 0.5670 0.0027 0.3725
C 0.261 3.300 0.960 -0.0963 0.1490 0.7933
C 1.452 2.399 0.696 0.7714 1.1810 -0.4289
C 2.798 3.080 0.970 -0.1515 0.9095 -0.7064
O 2.822 4.141 0.030 0.4317 -0.1843 -0.2724
C 4.142 4.694 -0.080 -0.0106 0.0845 0.7343
N 1.291 1.167 1.444 -0.6424 -1.6389 1.7303
H 0.390 4.268 0.474 0.0644 -0.1143 0.1326
H 0.153 3.422 2.037 0.2240 0.4504 0.1794
H -0.715 2.908 0.672 0.1014 -0.3623 -0.5500
H 1.452 2.177 -0.372 0.1721 -0.1360 -0.1449
H 3.647 2.406 0.851 0.1062 -0.5219 -0.6153
H 3.000 3.478 1.964 -0.7692 0.1067 0.5169
H 4.826 3.936 -0.461 0.1459 0.0115 0.0608
H 4.414 5.024 0.923 0.4835 -0.1246 0.1195
H 4.227 5.593 -0.690 -0.7325 -0.2968 -0.2879
H 0.336 0.889 1.274 -0.1509 -0.0999 0.0874
H 1.815 0.388 1.073 0.5331 0.2283 -1.2701
C -5.596 0.264 1.981 -1.1062 -0.8035 1.0637
C -4.812 -1.067 1.979 -1.0942 3.5144 -2.1617
C -4.096 -0.983 0.627 -0.5752 -0.5741 1.2899
O -3.513 -2.252 0.439 1.6947 0.6690 -1.5187
C -2.891 -2.171 -0.895 0.2213 -1.9344 0.7003
N -3.931 -0.931 3.117 2.1077 -2.1950 0.7715
H -4.889 1.089 1.887 -0.2743 0.1557 -0.8023
H -6.019 0.436 2.970 -0.1787 -0.1475 0.1826
H -6.471 0.203 1.334 0.3879 0.6119 -0.4322
H -5.473 -1.933 1.968 0.3006 -0.0878 0.5136
H -3.355 -0.187 0.551 0.5310 0.2681 0.5849
H -4.733 -0.719 -0.217 -0.6440 -0.4046 0.2335
H -2.514 -3.189 -0.993 0.2658 0.2123 -0.6762
H -2.082 -1.441 -0.932 0.0533 0.1310 0.1175
H -3.589 -1.947 -1.702 -0.2904 -0.0431 0.3321
H -3.360 -0.099 3.074 -0.4344 0.7146 -0.3432
H -4.518 -0.810 3.930 0.0769 -0.1724 0.4534
C 2.782 -3.459 -2.116 -0.9982 1.5593 -0.4225
C 2.159 -2.147 -1.510 2.0893 -0.7123 -1.8884
C 1.124 -1.520 -2.460 0.0477 0.9469 -2.1744
O 1.542 -1.171 -3.847 1.2658 -0.1595 1.9011
C 2.787 -0.383 -3.905 -0.1206 -1.0485 -0.2399
N 1.586 -2.541 -0.319 -3.1327 -0.8719 4.2047
H 2.940 -3.093 -3.130 0.9852 -1.0165 -0.2147
H 2.059 -4.274 -2.130 -0.3491 0.2843 -0.1340
H 3.611 -3.853 -1.528 0.3973 0.5006 -0.4205
H 2.971 -1.518 -1.145 0.3432 0.7811 -1.5006
H 0.596 -0.610 -2.175 0.5225 0.5277 1.1651
H 0.268 -2.184 -2.580 0.3230 -0.6900 -0.2437
H 3.645 -0.936 -3.523 -0.1426 -0.2397 0.5677
H 2.762 0.592 -3.419 -0.4850 0.0178 0.0547
H 3.098 -0.273 -4.944 -0.7881 0.1973 -0.1399
H 2.258 -2.630 0.430 0.6703 -0.5177 -0.0101
H 0.856 -1.960 0.068 -0.1577 0.2500 -0.4924
```
Positions in Å, forces in eV/Å.

Values from the calculation:
- orbital gap (eV) = 3.5
- max |F| (eV Å⁻¹) = 5.315
- total charge = +3
- energy above the lowest of the compared OMol25 structures with the same formula, charge and spin (kJ/mol) = 485.4

=====

no.,molar mass (g mol⁻¹)
1,429.13
2,423.26
3,369.86
4,459.66